Run w
2 unconnected molecules or ions with the total composition H2NO4S. Source: the Open Molecules 2025 dataset; level of theory: the ωB97M-V functional and the def2-TZVPD basis.

CARTESIAN COORDINATES (ANGSTROEM)
N 1.31921 -0.73810 0.22596
O -1.34679 0.53717 1.29683
O -0.97461 0.96297 -1.09803
O -1.96777 -1.20462 -0.44782
O 1.87941 0.35862 -0.42091
S -1.16336 0.00543 -0.02582
H 1.28198 -0.62914 1.23434
H 0.97193 0.70766 -0.76454

Calculated values
* Kohn-Sham gap (alpha / beta): 8.50 / 7.57 eV
* net charge: -1
* highest occupied orbital energy (alpha / beta): -0.1716 / -0.1324 hartree



Run x
A gas-phase ion, H2NO4S (charge -1). Source: the Open Molecules 2025 dataset; level of theory: the ωB97M-V functional and the def2-TZVPD basis.

CARTESIAN COORDINATES (ANGSTROEM)
O -2.39602 -0.18154 0.50452
S -1.57070 0.55253 -0.40042
O -1.11044 1.79605 0.13303
O -1.89663 0.53363 -1.79185
N 0.13270 -0.41809 -0.27200
O 0.32063 -0.18015 1.18592
H -0.17086 -1.39217 -0.09914
H 0.14406 0.74825 1.34329

Calculated values
* Kohn-Sham gap: 8.93 eV
* net charge: -1
* highest occupied orbital energy: -0.1706 hartree



Stability, descending: run x, run w



Run w
A gas-phase ion, C4H8NO2S (charge -1). Source: the Open Molecules 2025 dataset; level of theory: the ωB97M-V functional and the def2-TZVPD basis.

CARTESIAN COORDINATES (ANGSTROEM)
N -0.62035 1.55557 0.91772
C -0.81539 0.44570 -0.04616
C 0.42936 -0.33466 -0.35876
C 0.71093 -1.38177 0.74477
S 1.81048 -2.70336 0.22248
C -1.45344 1.11052 -1.35207
O -0.90022 0.82883 -2.42636
O -2.42599 1.84132 -1.10938
H 0.20375 1.54753 1.51098
H -0.85986 2.45656 0.52320
H -1.64051 -0.11789 0.39760
H 1.33775 0.27891 -0.39988
H 0.45028 -0.71329 -1.38287
H 0.97672 -0.82059 1.65251
H -0.13553 -1.91237 1.19200
H 2.93202 -2.08101 -0.08577

Calculated values
* Kohn-Sham gap: 6.91 eV
* net charge: -1
* highest occupied orbital energy: -0.1450 hartree



Run x
A gas-phase ion, C4H8NO2S (charge -1). Source: the Open Molecules 2025 dataset; level of theory: the ωB97M-V functional and the def2-TZVPD basis.

CARTESIAN COORDINATES (ANGSTROEM)
O -1.47562 -2.17086 0.61560
C -0.36013 -1.78504 0.37740
C 0.10578 -0.62250 -0.39893
C -0.38800 0.74544 0.21955
S -2.02874 1.03064 0.80890
N 1.54624 -0.63070 -0.56157
C 2.13772 0.55177 -1.36052
O 2.48308 1.59243 -0.64927
H 0.53448 -2.36083 0.78895
H -0.23487 -0.53575 -1.49045
H 0.00716 1.57605 -0.39899
H 0.24613 0.69665 1.15172
H -2.20458 0.07223 1.73269
H 2.02851 -0.71896 0.33722
H 3.06409 0.08052 -1.79203
H 1.31756 0.75368 -2.08678

Calculated values
* Kohn-Sham gap: 6.17 eV
* net charge: -1
* highest occupied orbital energy: -0.1091 hartree



Stability, descending: run w, run x



Run w
3 unconnected molecules or ions with the total composition C4H3BrF2. Source: the Open Molecules 2025 dataset; level of theory: the ωB97M-V functional and the def2-TZVPD basis.

CARTESIAN COORDINATES (ANGSTROEM)
C -0.60678 0.67316 -0.10602
C -2.67292 0.29329 0.70142
C 0.69313 1.17568 -0.10260
C -3.72146 0.75918 0.97846
F 1.20563 2.04926 0.72861
F 1.57094 0.84288 -1.05811
Br 5.28796 -0.01589 0.21766
H -0.70816 -0.11181 -0.84273
H 4.62404 0.77433 -0.77822
H -4.70223 0.70224 1.12725

Calculated values
* Kohn-Sham gap: 8.47 eV
* net charge: 0
* highest occupied orbital energy: -0.3828 hartree



Run x
A single C4H3BrF2 molecule. Source: the Open Molecules 2025 dataset; level of theory: the ωB97M-V functional and the def2-TZVPD basis.

CARTESIAN COORDINATES (ANGSTROEM)
C -2.90730 -0.61682 -1.18419
C -1.98397 -0.14994 -0.35866
C -3.35743 0.13548 0.03874
C 1.85914 1.16123 -0.01304
F -3.83676 1.32950 -0.27971
F -3.99620 -0.44690 1.09591
Br 0.08608 0.82372 0.21348
H -3.08303 -1.29404 -1.97180
H 2.28155 1.68145 -0.92991
H 2.50482 0.29320 0.12827

Calculated values
* Kohn-Sham gap (alpha / beta): 8.16 / 7.17 eV
* net charge: 0
* highest occupied orbital energy (alpha / beta): -0.3280 / -0.3236 hartree



Stability, descending: run x, run w



Run w
A molecular structure, CH3NO. Source: the Open Molecules 2025 dataset; level of theory: the ωB97M-V functional and the def2-TZVPD basis.

CARTESIAN COORDINATES (ANGSTROEM)
C -0.77110 0.10225 -0.05949
H 2.01220 -0.36669 0.10110
H -0.73906 1.12621 0.16927
H -1.83067 -0.36460 -0.11446
N 0.19288 -0.69754 -0.01334
O 1.13574 0.20037 -0.08309

Calculated values
* Kohn-Sham gap: 10.72 eV
* net charge: 0
* highest occupied orbital energy: -0.3568 hartree



Run x
2 unconnected molecules or ions with the total composition CH3NO. Source: the Open Molecules 2025 dataset; level of theory: the ωB97M-V functional and the def2-TZVPD basis.

CARTESIAN COORDINATES (ANGSTROEM)
C 0.14682 1.21307 -0.66815
N 0.07699 -1.14180 1.03748
O -0.66494 1.91309 -0.15701
H 0.81886 0.88009 -1.38855
H -0.84904 -1.02166 0.73765
H 0.47131 -1.84278 0.43858

Calculated values
* Kohn-Sham gap (alpha / beta): 10.99 / 7.35 eV
* net charge: 0
* highest occupied orbital energy (alpha / beta): -0.3830 / -0.2785 hartree



Stability, descending: run w, run x



Run w
A single CH2Cl2 molecule. Source: the Open Molecules 2025 dataset; level of theory: the ωB97M-V functional and the def2-TZVPD basis.

CARTESIAN COORDINATES (ANGSTROEM)
Cl -0.19215 0.98990 -1.36875
C 0.08302 0.03464 0.11864
Cl -0.79212 -1.48330 -0.07528
H 1.14199 -0.12431 0.32214
H -0.24075 0.58306 1.00323

Calculated values
* Kohn-Sham gap: 11.93 eV
* net charge: 0
* highest occupied orbital energy: -0.4038 hartree



Run x
5 unconnected molecules or ions with the total composition CH2Cl2. Source: the Open Molecules 2025 dataset; level of theory: the ωB97M-V functional and the def2-TZVPD basis.

CARTESIAN COORDINATES (ANGSTROEM)
C 1.51538 -1.00938 -0.14400
Cl 0.62010 1.23551 0.03006
Cl -0.66029 -1.02818 -1.18629
H -0.13689 -1.18498 0.65363
H -1.33830 1.98704 0.64660

Calculated values
* Kohn-Sham gap: 5.13 eV
* net charge: 0
* highest occupied orbital energy: -0.3297 hartree



Stability, descending: run w, run x